Computed, not measured: a cluster of 10 separate species, C25H36F3N7O14 in total in a non-equilibrium geometry, with ωB97M-V/def2-TZVPD.

The geometry in XYZ format:
```
85
C25H36F3N7O14 ωB97M-V/def2-TZVPD
C 3.98 -12.47 16.21
N 2.65 -12.60 16.91
O 1.96 -13.55 16.56
O 2.36 -11.80 17.78
H 4.35 -11.52 16.43
H 3.68 -12.62 15.18
H 4.56 -13.35 16.48
C -2.86 -9.34 15.59
N -1.62 -8.83 14.89
O -1.73 -8.15 13.90
O -0.54 -9.18 15.31
H -3.40 -8.46 15.94
H -2.57 -9.96 16.46
H -3.34 -9.99 14.90
C 3.60 -8.48 17.59
N 2.35 -8.52 18.39
O 1.56 -7.62 18.12
O 2.16 -9.34 19.22
H 3.40 -8.07 16.62
H 4.03 -9.48 17.44
H 4.26 -7.82 18.17
C 1.68 -7.07 13.36
N 3.12 -7.61 13.28
O 3.64 -7.95 14.34
O 3.70 -7.64 12.21
H 1.54 -6.49 12.46
H 1.56 -6.55 14.32
H 1.07 -8.02 13.27
C -4.70 -14.34 16.78
N -4.32 -13.07 16.01
O -3.47 -13.22 15.13
O -5.01 -12.09 16.20
H -3.76 -14.87 16.76
H -5.44 -14.85 16.15
H -4.98 -13.95 17.77
C 0.42 -10.99 22.04
N -0.72 -11.93 22.01
O -0.59 -13.13 21.80
O -1.80 -11.43 22.40
H 1.27 -11.51 22.38
H 0.19 -10.17 22.68
H 0.61 -10.48 21.10
C 3.86 -15.86 20.81
N 3.78 -14.94 19.60
O 3.39 -13.79 19.78
O 4.11 -15.42 18.49
H 3.90 -15.24 21.64
H 4.65 -16.55 20.61
H 2.88 -16.36 20.82
F -3.97 -12.31 18.93
C -3.21 -11.23 19.04
C -3.82 -9.99 19.10
C -3.02 -8.93 18.97
C -1.63 -9.05 18.91
C -1.08 -10.31 18.82
C -1.88 -11.46 18.99
H -4.90 -10.02 19.14
H -3.41 -7.89 18.94
H -1.06 -8.13 18.71
H -0.01 -10.39 18.67
H -1.49 -12.45 18.77
F 0.09 -6.40 25.45
C 0.15 -6.54 24.08
C 1.23 -6.03 23.31
C 1.21 -6.27 21.92
C 0.21 -7.04 21.31
C -0.84 -7.52 22.13
C -0.80 -7.29 23.52
H 2.07 -5.47 23.72
H 1.99 -5.76 21.34
H 0.22 -7.21 20.25
H -1.70 -8.03 21.71
H -1.63 -7.62 24.10
F -5.47 -5.48 18.16
C -4.11 -5.38 18.26
C -3.62 -5.10 19.53
C -2.22 -5.10 19.68
C -1.40 -5.38 18.60
C -2.01 -5.73 17.38
C -3.40 -5.76 17.21
H -4.35 -4.90 20.31
H -1.79 -4.77 20.63
H -0.33 -5.42 18.67
H -1.33 -6.13 16.64
H -3.91 -5.91 16.25
```

Output
SMILES: C[N+](=O)[O-].C[N+](=O)[O-].C[N+](=O)[O-].C[N+](=O)[O-].C[N+](=O)[O-].C[N+](=O)[O-].C[N+](=O)[O-].Fc1ccccc1.Fc1ccccc1.Fc1ccccc1
molecular weight: 715.59 g/mol
highest occupied orbital energy: -0.3357 Eh
orbital gap: 9.096 eV

=====

Computed, not measured: a cluster of 2 separate species, C25H36F3O4S in total in a non-equilibrium geometry, with ωB97M-V/def2-TZVPD.

The geometry in XYZ format:
```
69
C25H36F3O4S ωB97M-V/def2-TZVPD
C 2.05 -1.28 -0.11
C 0.90 -0.31 -0.13
O 0.10 -0.60 1.03
C -0.98 0.21 1.12
C -1.85 -0.28 2.18
C -3.19 0.21 2.31
O -4.03 -0.40 3.01
C -3.65 1.45 1.57
C -4.26 1.12 0.21
C -5.61 0.38 0.26
C -5.63 -1.05 -0.31
C -5.54 -2.21 0.70
C -4.56 -3.32 0.32
C -3.08 -3.08 0.69
C -2.75 -3.32 2.17
C -1.36 -2.81 2.60
C -1.32 -1.35 3.10
O -1.11 1.15 0.34
H 2.65 -1.20 -1.02
H 2.71 -1.07 0.75
H 1.68 -2.31 -0.02
H 1.23 0.73 -0.11
H 0.28 -0.43 -1.02
H -4.41 1.94 2.20
H -2.79 2.08 1.39
H -4.43 2.08 -0.29
H -3.51 0.59 -0.40
H -6.01 0.40 1.28
H -6.29 0.97 -0.38
H -6.61 -1.15 -0.81
H -4.85 -1.15 -1.09
H -5.31 -1.83 1.71
H -6.55 -2.66 0.76
H -4.91 -4.24 0.80
H -4.59 -3.48 -0.77
H -2.46 -3.78 0.09
H -2.78 -2.07 0.38
H -3.51 -2.86 2.81
H -2.76 -4.41 2.33
H -1.04 -3.45 3.43
H -0.63 -2.91 1.79
H -0.28 -1.11 3.34
H -1.93 -1.31 4.01
C 5.05 2.20 -3.69
C 4.07 1.96 -2.55
C 2.89 1.18 -3.11
C 4.77 1.16 -1.42
C 4.89 1.67 -0.13
C 5.45 0.87 0.89
C 5.89 -0.43 0.61
C 5.80 -0.92 -0.70
C 5.27 -0.12 -1.71
O 3.72 3.23 -1.97
S 2.15 3.88 -1.86
C 2.75 5.51 -1.27
F 3.62 6.06 -2.16
F 1.76 6.42 -1.02
F 3.43 5.31 -0.09
H 5.37 1.24 -4.13
H 4.60 2.80 -4.49
H 5.95 2.73 -3.34
H 3.22 0.18 -3.41
H 2.10 1.05 -2.36
H 2.47 1.68 -3.99
H 4.55 2.68 0.09
H 5.51 1.27 1.90
H 6.31 -1.05 1.40
H 6.14 -1.93 -0.94
H 5.23 -0.50 -2.73
```

Output
total charge: -1
molecular weight: 489.62 g/mol
highest occupied orbital energy: -0.1180 Eh
orbital gap: 5.406 eV

=====

Computed, not measured: the ion C25H36N3O5S with charge +1, with ωB97M-V/def2-TZVPD.

The geometry in XYZ format:
```
70
C25H36N3O5S ωB97M-V/def2-TZVPD
C 1.66 4.02 2.36
O 2.33 4.28 1.14
C 2.15 5.61 0.68
C 3.02 5.78 -0.57
N 2.98 4.53 -1.36
C 4.16 4.29 -2.19
C 4.18 2.83 -2.65
O 3.73 2.05 -1.57
C 3.94 0.66 -1.74
S 1.39 4.48 -2.42
O 1.86 4.88 -3.70
O 0.49 5.31 -1.70
C 0.93 2.77 -2.34
C 0.59 2.24 -1.11
C 0.26 0.89 -1.04
C 0.29 0.11 -2.19
C 0.11 -1.39 -2.15
O 0.87 -2.10 -2.77
N -0.90 -1.82 -1.38
C -1.20 -3.23 -1.20
C -2.67 -3.52 -1.48
C -3.57 -2.96 -0.38
N -3.18 -3.50 0.91
C -4.13 -3.19 1.96
C -3.84 -4.00 3.20
C -3.80 -3.40 4.46
C -3.55 -4.17 5.58
C -3.31 -5.53 5.46
C -3.34 -6.12 4.21
C -3.61 -5.36 3.09
C -1.83 -3.10 1.24
C -0.85 -3.68 0.23
C 0.62 0.68 -3.42
C 0.94 2.02 -3.50
H 1.86 2.98 2.60
H 2.05 4.66 3.16
H 0.59 4.18 2.26
H 2.47 6.33 1.45
H 1.10 5.79 0.45
H 2.66 6.61 -1.18
H 4.05 5.97 -0.27
H 2.92 3.76 -0.68
H 5.06 4.50 -1.60
H 4.13 4.96 -3.06
H 5.20 2.55 -2.94
H 3.53 2.68 -3.52
H 3.41 0.28 -2.61
H 5.01 0.44 -1.85
H 3.57 0.18 -0.84
H 0.58 2.86 -0.23
H 0.02 0.45 -0.09
H -1.51 -1.17 -0.93
H -0.56 -3.76 -1.91
H -2.81 -4.60 -1.51
H -2.96 -3.10 -2.44
H -4.61 -3.26 -0.58
H -3.54 -1.85 -0.38
H -4.13 -2.11 2.21
H -5.13 -3.45 1.60
H -3.98 -2.34 4.55
H -3.52 -3.70 6.55
H -3.11 -6.12 6.34
H -3.16 -7.18 4.12
H -3.63 -5.82 2.11
H -1.60 -3.49 2.24
H -1.74 -1.99 1.28
H -0.92 -4.77 0.27
H 0.17 -3.39 0.48
H 0.65 0.05 -4.30
H 1.19 2.49 -4.44
```

Output
total charge: +1
SMILES: COCC[NH+](CCOC)S(=O)(=O)c1ccc(C(=O)NC2CCN(Cc3ccccc3)CC2)cc1
molecular weight: 490.65 g/mol
highest occupied orbital energy: -0.3878 Eh
orbital gap: 7.099 eV
ΔE to the lowest compared entry with this formula, charge and spin: 180.1 kJ/mol

=====

Computed, not measured: a structure of composition C25H37BrF6N5O10S3SiTc in a non-equilibrium geometry, with ωB97M-V/def2-TZVPD.

The geometry in XYZ format:
```
89
C25H37BrF6N5O10S3SiTc ωB97M-V/def2-TZVPD
Tc 0.63 0.63 0.20
F 1.05 4.51 2.79
C 0.39 3.74 3.65
F 1.19 3.35 4.61
F -0.63 4.40 4.17
S -0.27 2.20 2.77
O -0.31 2.52 1.29
O -1.54 1.95 3.34
N 0.76 1.08 3.11
S 2.20 0.72 2.54
O 2.40 1.35 1.22
O 2.45 -0.67 2.69
C 3.52 1.55 3.54
F 4.68 1.09 3.11
F 3.36 1.26 4.82
F 3.48 2.86 3.36
Br 3.50 1.76 -1.72
C 2.21 0.62 -2.50
C 2.55 -0.07 -3.65
C 1.57 -0.85 -4.25
C 0.30 -0.89 -3.69
C 0.08 -0.18 -2.53
N 1.02 0.57 -1.92
C -1.25 -0.25 -1.82
O -2.24 -0.66 -2.38
O -1.17 0.17 -0.59
H 3.55 0.01 -4.06
H 1.80 -1.40 -5.15
H -0.51 -1.45 -4.13
C -1.90 5.05 1.56
Si -1.78 3.75 0.26
C -0.70 4.35 -1.18
C -1.27 5.76 -1.49
C 0.76 4.49 -0.73
C -0.76 3.51 -2.46
C -3.46 2.85 0.01
C -3.70 2.44 -1.44
C -3.60 1.64 0.93
C -4.52 3.90 0.40
H -2.62 5.80 1.21
H -0.96 5.56 1.74
H -2.29 4.66 2.51
H -1.14 6.45 -0.66
H -2.33 5.73 -1.75
H -0.73 6.16 -2.35
H 0.87 5.08 0.18
H 1.31 4.99 -1.52
H 1.24 3.52 -0.57
H -1.75 3.49 -2.90
H -0.44 2.49 -2.27
H -0.08 3.95 -3.19
H -2.98 1.71 -1.80
H -3.71 3.30 -2.12
H -4.69 1.98 -1.50
H -2.89 0.85 0.68
H -4.61 1.23 0.79
H -3.49 1.89 1.98
H -4.44 4.83 -0.17
H -4.49 4.15 1.46
H -5.50 3.47 0.19
C -0.70 -9.14 0.19
C -0.47 -7.65 0.38
S 1.21 -7.37 0.90
O 1.37 -7.90 2.22
O 2.08 -7.77 -0.17
C 1.35 -5.59 1.05
C 1.51 -4.91 -0.30
N 1.81 -3.48 -0.16
C 0.88 -2.51 -0.02
N 1.44 -1.31 -0.10
C 2.79 -1.50 -0.26
C 3.01 -2.84 -0.32
N 4.30 -3.49 -0.38
O 4.35 -4.66 -0.07
O 5.23 -2.79 -0.71
C -0.57 -2.81 0.18
H -1.72 -9.30 -0.17
H -0.58 -9.67 1.13
H -0.01 -9.55 -0.54
H -1.11 -7.23 1.17
H -0.62 -7.09 -0.55
H 2.24 -5.45 1.65
H 0.48 -5.25 1.61
H 0.62 -5.00 -0.93
H 2.34 -5.38 -0.82
H 3.50 -0.70 -0.32
H -0.99 -3.33 -0.68
H -1.12 -1.89 0.32
H -0.70 -3.43 1.06
```

Output
total charge: +1
molecular weight: 983.77 g/mol
highest occupied orbital energy (alpha / beta): -0.4202 / -0.4056 Eh
orbital gap (alpha / beta): 8.093 / 7.785 eV
multiplicity: 2

=====

Computed, not measured: a structure of composition C25H37IrN2OPSSi in a non-equilibrium geometry, with ωB97M-V/def2-TZVPD.

The geometry in XYZ format:
```
69
C25H37IrN2OPSSi ωB97M-V/def2-TZVPD
Ir -0.19 -0.16 -1.67
Si -2.06 0.98 -2.57
P -1.50 -2.00 -1.87
N 1.58 -0.78 -1.90
H -3.58 -1.73 1.52
C -0.98 -3.52 -0.92
H -1.45 -4.42 -1.36
H -1.30 -3.43 0.14
H 0.12 -3.61 -0.97
C -3.35 -2.29 -1.78
H -3.58 -3.32 -2.10
H -3.89 -1.58 -2.43
H -3.71 -2.17 -0.74
C -1.14 -2.54 -3.58
H -1.69 -3.47 -3.81
H -0.06 -2.71 -3.65
H -1.45 -1.74 -4.27
C -3.63 1.36 -1.50
H -3.37 1.33 -0.42
H -4.44 0.63 -1.66
H -4.04 2.35 -1.73
H -1.64 2.41 -2.92
H -2.75 0.50 -3.84
C 2.53 -0.51 -2.79
C 4.84 -0.58 -3.56
C 3.88 -0.96 -2.63
C 2.21 0.29 -3.93
C 3.20 0.64 -4.82
C 4.52 0.23 -4.66
H 5.86 -0.90 -3.42
H 4.11 -1.57 -1.74
H 1.18 0.63 -4.04
H 2.94 1.27 -5.65
H 5.30 0.53 -5.36
C -3.49 -0.88 2.26
O -3.14 0.35 1.93
C -2.35 -1.59 3.10
H -2.63 -2.54 3.56
H -1.89 -0.90 3.82
H -1.57 -1.84 2.36
C -5.10 -1.05 2.42
H -5.22 -2.13 2.50
H -5.57 -0.67 1.49
H -5.66 -0.55 3.21
N 0.23 1.09 -0.19
S 0.14 1.04 1.51
C 1.59 0.12 2.11
C 2.71 0.05 1.31
C 3.85 -0.64 1.74
C 3.87 -1.24 3.01
C 2.74 -1.14 3.84
C 1.60 -0.45 3.39
C 0.57 2.68 2.14
C 0.36 3.00 3.49
C 0.75 4.25 4.00
C 1.33 5.21 3.16
C 1.55 4.89 1.81
C 1.17 3.63 1.31
H 0.55 2.03 -0.44
H 2.68 0.53 0.33
H 4.72 -0.70 1.08
H 4.76 -1.77 3.36
H 2.74 -1.59 4.83
H 0.72 -0.33 4.02
H -0.10 2.25 4.14
H 0.58 4.48 5.06
H 1.62 6.19 3.55
H 2.01 5.62 1.14
H 1.38 3.39 0.28
```

Output
molecular weight: 664.93 g/mol
highest occupied orbital energy (alpha / beta): -0.1750 / -0.2693 Eh
orbital gap (alpha / beta): 4.937 / 5.634 eV
multiplicity: 6
ΔE to the lowest compared entry with this formula, charge and spin: 103.2 kJ/mol

=====

Computed, not measured: a cluster of 2 separate species, C25H39N2O4 in total in a non-equilibrium geometry, with ωB97M-V/def2-TZVPD.

The geometry in XYZ format:
```
70
C25H39N2O4 ωB97M-V/def2-TZVPD
C -2.21 -4.74 0.75
C -1.00 -4.10 1.44
O 0.11 -4.56 1.28
O -1.28 -3.00 2.19
C -0.56 -1.81 1.79
C -1.53 -0.64 1.59
C -2.09 -0.46 0.14
C -3.32 0.49 0.30
C -4.52 0.20 -0.64
C -5.51 -0.75 0.02
C -6.06 -0.53 1.25
C -6.92 -1.41 1.84
C -7.26 -2.58 1.20
C -6.74 -2.80 -0.04
C -5.88 -1.91 -0.62
C -2.21 -1.69 -0.77
N -1.92 -1.23 -2.13
C -0.85 -0.32 -2.04
O -0.01 -0.06 -2.87
C -0.93 0.26 -0.60
H -2.02 -4.71 -0.33
H -2.38 -5.75 1.10
H -3.12 -4.17 0.93
H 0.09 -1.99 0.94
H 0.08 -1.55 2.65
H -2.30 -0.74 2.36
H -0.96 0.27 1.82
H -3.68 0.45 1.33
H -3.00 1.52 0.12
H -4.24 -0.24 -1.60
H -5.00 1.15 -0.87
H -5.80 0.37 1.80
H -7.33 -1.20 2.82
H -7.92 -3.31 1.67
H -7.02 -3.71 -0.56
H -5.50 -2.17 -1.61
H -3.09 -2.32 -0.66
H -1.39 -2.41 -0.61
H -2.71 -0.98 -2.71
H 0.05 -0.02 -0.18
H -0.93 1.35 -0.60
C 3.35 0.28 -0.45
C 3.92 1.40 -1.36
C 5.43 1.20 -1.58
C 6.30 1.64 -0.41
C 5.94 3.05 0.05
C 4.45 3.19 0.37
N 3.59 2.73 -0.76
O 3.63 3.63 -1.70
C 4.13 2.39 1.65
C 4.14 4.63 0.74
C 3.22 1.20 -2.71
H 2.57 0.65 0.20
H 2.90 -0.52 -1.04
H 4.12 -0.19 0.17
H 5.74 1.76 -2.47
H 5.62 0.15 -1.81
H 6.22 0.93 0.42
H 7.35 1.62 -0.72
H 6.53 3.32 0.92
H 6.21 3.76 -0.74
H 3.07 2.43 1.88
H 4.68 2.81 2.50
H 4.43 1.34 1.60
H 4.42 5.34 -0.04
H 4.69 4.91 1.64
H 3.08 4.77 0.95
H 2.15 1.36 -2.63
H 3.38 0.18 -3.07
H 3.61 1.86 -3.48
```

Output
molecular weight: 431.60 g/mol
highest occupied orbital energy (alpha / beta): -0.3109 / -0.3402 Eh
orbital gap (alpha / beta): 8.994 / 9.616 eV
multiplicity: 2